DFT (the ωB97M-V functional and the def2-TZVPD basis) results for a cluster of 13 separate species, C68H162O34 in total in a non-equilibrium geometry.

Geometry as XYZ:
```
264
Properties=species:S:1:pos:R:3:lowdin_charge:R:1
C -2.798 -3.471 -4.533 -0.0947
O -3.066 -3.644 -3.163 -0.2098
C -3.013 -4.976 -2.762 -0.2040
C -3.418 -4.943 -1.268 -0.2084
O -2.331 -4.450 -0.503 -0.1992
C -2.737 -4.423 0.909 -0.0515
H -3.416 -4.114 -5.189 0.0995
H -1.769 -3.794 -4.690 0.0847
H -2.888 -2.456 -4.819 0.0615
H -2.061 -5.534 -2.883 0.1357
H -3.726 -5.530 -3.401 0.1269
H -3.691 -5.957 -0.941 0.1181
H -4.347 -4.337 -1.185 0.1211
H -3.191 -5.355 1.182 0.0574
H -3.492 -3.616 1.069 0.0970
H -1.852 -4.178 1.507 0.0771
C 3.146 3.832 2.993 -0.0998
O 3.278 3.186 4.227 -0.1944
C 4.043 3.998 5.096 -0.2071
C 4.222 3.254 6.407 -0.1705
O 2.958 3.127 7.117 -0.1951
C 3.120 2.342 8.269 -0.1369
H 2.890 4.871 3.169 0.0909
H 2.313 3.355 2.509 0.0676
H 4.018 3.754 2.364 0.0880
H 3.578 4.936 5.294 0.1151
H 5.030 4.228 4.656 0.1355
H 4.939 3.729 7.104 0.1306
H 4.586 2.222 6.172 0.1276
H 2.165 1.926 8.552 0.0792
H 3.566 2.894 9.113 0.0949
H 3.712 1.462 8.013 0.0748
C 5.088 2.564 -2.146 -0.0931
O 4.220 2.123 -3.179 -0.1779
C 3.392 1.100 -2.706 -0.2000
C 3.979 -0.330 -2.646 -0.1660
O 4.071 -0.950 -3.950 -0.2037
C 4.724 -2.182 -3.854 -0.1398
H 5.904 3.101 -2.613 0.0887
H 5.537 1.693 -1.672 0.0713
H 4.539 3.198 -1.447 0.0873
H 2.523 1.044 -3.335 0.1086
H 3.049 1.425 -1.717 0.1099
H 3.378 -0.932 -1.956 0.1093
H 5.006 -0.334 -2.244 0.1116
H 4.166 -2.803 -3.120 0.0828
H 5.781 -1.955 -3.538 0.1033
H 4.779 -2.679 -4.816 0.0815
C 1.565 7.349 -2.530 -0.1187
O 2.170 6.623 -3.581 -0.1715
C 1.339 5.519 -4.057 -0.1730
C 1.228 4.332 -3.102 -0.2085
O 0.348 4.681 -2.059 -0.2067
C 0.392 3.722 -1.055 -0.1021
H 0.539 7.550 -2.789 0.0681
H 2.143 8.258 -2.536 0.0837
H 1.575 6.907 -1.519 0.0894
H 1.716 5.124 -4.995 0.1111
H 0.297 5.873 -4.181 0.1210
H 2.274 4.159 -2.809 0.1279
H 0.827 3.489 -3.686 0.1259
H 1.403 3.791 -0.643 0.0900
H 0.141 2.707 -1.419 0.0859
H -0.296 3.995 -0.234 0.0826
C -2.663 8.599 -1.345 -0.1105
O -2.575 7.815 -0.208 -0.1930
C -2.247 6.472 -0.342 -0.2124
C -2.474 5.986 1.080 -0.1848
O -2.323 4.583 1.182 -0.1971
C -3.474 3.905 0.824 -0.1194
H -3.268 8.160 -2.153 0.0910
H -1.653 8.762 -1.771 0.0850
H -3.080 9.554 -1.018 0.0920
H -1.180 6.297 -0.533 0.1182
H -2.831 5.891 -1.094 0.1303
H -3.469 6.353 1.330 0.1116
H -1.756 6.523 1.686 0.1325
H -3.799 4.129 -0.221 0.0722
H -4.294 4.176 1.541 0.1126
H -3.288 2.813 0.845 0.0768
C -5.363 -6.718 2.171 -0.0895
O -6.649 -6.891 2.835 -0.1866
C -7.441 -5.693 2.721 -0.1923
C -7.006 -4.710 3.778 -0.2261
O -5.859 -4.025 3.364 -0.1374
C -5.501 -3.166 4.403 -0.2074
C -4.365 -2.299 3.926 -0.1976
O -3.183 -3.053 3.697 -0.1738
C -2.114 -2.127 3.446 -0.0927
H -5.577 -6.371 1.146 0.0816
H -4.841 -7.679 2.112 0.0851
H -4.728 -5.970 2.673 0.0743
H -8.468 -6.021 2.895 0.1241
H -7.416 -5.217 1.730 0.1276
H -6.798 -5.310 4.681 0.1378
H -7.813 -3.987 4.019 0.1333
H -5.247 -3.806 5.246 0.1340
H -6.308 -2.501 4.670 0.1223
H -4.206 -1.445 4.593 0.1282
H -4.677 -1.866 2.964 0.1196
H -2.121 -1.379 4.239 0.0671
H -2.187 -1.553 2.524 0.0748
H -1.147 -2.604 3.443 0.0839
C -0.765 2.219 2.862 -0.0774
O -0.966 1.044 3.664 -0.2021
C -0.564 1.079 5.060 -0.1556
C 0.932 1.084 5.230 -0.1844
O 1.464 -0.178 4.849 -0.1300
C 2.765 -0.334 5.315 -0.2144
C 3.207 -1.748 5.061 -0.1923
O 4.627 -1.923 4.916 -0.1943
C 4.906 -3.301 4.627 -0.0894
H -1.187 1.993 1.879 0.0779
H 0.273 2.520 2.770 0.0620
H -1.294 3.100 3.244 0.0874
H -0.955 0.178 5.514 0.1095
H -1.029 1.970 5.582 0.1437
H 1.175 1.182 6.286 0.1099
H 1.424 1.918 4.732 0.1096
H 2.808 -0.064 6.385 0.1227
H 3.465 0.291 4.721 0.1275
H 2.710 -2.039 4.150 0.1142
H 2.809 -2.362 5.880 0.1315
H 4.664 -3.931 5.492 0.0887
H 5.979 -3.362 4.443 0.0875
H 4.386 -3.666 3.748 0.0737
C 14.481 -3.438 2.186 -0.1157
O 13.190 -3.835 2.651 -0.1654
C 12.879 -3.130 3.877 -0.1897
C 12.479 -1.705 3.637 -0.1867
O 11.140 -1.757 3.066 -0.1057
C 10.831 -0.406 2.788 -0.2291
C 9.448 -0.253 2.230 -0.2116
O 8.505 -0.580 3.240 -0.1848
C 7.145 -0.495 2.865 -0.1078
H 15.300 -3.630 2.874 0.0824
H 14.547 -2.371 1.958 0.0734
H 14.698 -3.984 1.275 0.0870
H 13.755 -3.257 4.525 0.1232
H 12.049 -3.605 4.359 0.1203
H 13.159 -1.388 2.838 0.1019
H 12.568 -1.000 4.486 0.1382
H 11.585 0.071 2.152 0.1271
H 10.841 0.160 3.759 0.1376
H 9.299 -0.885 1.348 0.1282
H 9.263 0.773 1.872 0.1265
H 6.493 -0.800 3.701 0.0775
H 6.888 -1.200 2.021 0.0820
H 6.911 0.539 2.491 0.0936
C -9.391 -1.397 -2.807 -0.1093
O -8.079 -1.741 -2.408 -0.1795
C -7.127 -1.287 -3.355 -0.2007
C -5.748 -1.506 -2.805 -0.2048
O -5.490 -0.514 -1.857 -0.1507
C -4.351 -0.932 -1.115 -0.1716
C -4.006 0.148 -0.074 -0.1520
O -4.814 -0.057 1.123 -0.1980
C -6.139 0.372 0.880 -0.1056
H -10.073 -1.771 -2.042 0.0887
H -9.601 -1.850 -3.809 0.0998
H -9.521 -0.326 -2.844 0.0755
H -7.276 -0.226 -3.591 0.1139
H -7.271 -1.862 -4.284 0.1314
H -5.025 -1.446 -3.631 0.1256
H -5.619 -2.469 -2.315 0.1196
H -3.505 -1.030 -1.827 0.1042
H -4.532 -1.895 -0.615 0.1309
H -4.122 1.150 -0.548 0.1157
H -2.978 0.032 0.297 0.1111
H -6.606 -0.280 0.107 0.0931
H -6.231 1.443 0.585 0.0875
H -6.713 0.247 1.791 0.0807
C -0.872 -8.410 0.653 -0.1053
O 0.404 -8.452 1.265 -0.1944
C 0.583 -7.584 2.376 -0.1534
C 0.521 -6.103 1.852 -0.2086
O 1.662 -5.862 1.094 -0.1059
C 1.645 -4.494 0.713 -0.1880
C 2.894 -4.013 0.041 -0.1802
O 3.880 -3.689 1.030 -0.1997
C 5.103 -3.378 0.462 -0.1368
H -0.987 -9.223 -0.045 0.0822
H -1.081 -7.434 0.139 0.0807
H -1.634 -8.453 1.471 0.0930
H 1.539 -7.837 2.806 0.1191
H -0.235 -7.779 3.117 0.1275
H 0.463 -5.332 2.647 0.1286
H -0.341 -6.020 1.192 0.0833
H 1.365 -3.888 1.580 0.1216
H 0.886 -4.340 -0.069 0.1266
H 2.678 -3.104 -0.551 0.1106
H 3.317 -4.756 -0.654 0.1377
H 4.934 -2.593 -0.306 0.0813
H 5.601 -4.240 -0.012 0.1007
H 5.748 -2.971 1.217 0.0617
C -6.260 6.788 0.036 -0.0638
O -5.952 5.542 -0.639 -0.2064
C -7.117 4.826 -0.997 -0.2045
C -6.712 3.584 -1.790 -0.2122
O -6.563 4.016 -3.104 -0.1611
C -6.422 2.927 -4.061 -0.1281
C -5.004 2.353 -4.132 -0.2104
O -4.021 3.222 -4.636 -0.1992
C -3.622 4.264 -3.744 -0.0782
H -5.287 7.187 0.322 0.0710
H -6.840 6.609 0.947 0.0880
H -6.815 7.460 -0.606 0.0854
H -7.818 5.360 -1.643 0.1282
H -7.644 4.561 -0.077 0.1229
H -7.523 2.810 -1.854 0.1357
H -5.822 3.127 -1.309 0.1140
H -6.664 3.377 -5.015 0.1283
H -7.172 2.182 -3.793 0.1042
H -5.030 1.563 -4.913 0.1372
H -4.658 1.884 -3.206 0.0998
H -4.386 5.000 -3.493 0.0849
H -2.753 4.787 -4.167 0.0878
H -3.290 3.776 -2.817 0.0693
C -1.823 1.054 -3.043 -0.0838
O -1.294 0.377 -1.928 -0.1743
C -0.978 -0.955 -2.319 -0.1904
C -0.635 -1.821 -1.145 -0.1770
O 0.585 -1.475 -0.517 -0.1219
C 0.486 -0.483 0.503 -0.1592
C 1.738 -0.506 1.309 -0.1536
O 2.722 0.359 0.682 -0.1868
C 3.997 0.036 1.222 -0.0964
H -1.135 0.961 -3.889 0.0786
H -1.966 2.098 -2.756 0.0841
H -2.778 0.652 -3.374 0.0797
H -0.109 -0.929 -3.010 0.1190
H -1.829 -1.440 -2.778 0.0960
H -0.588 -2.864 -1.475 0.1218
H -1.514 -1.775 -0.488 0.1176
H -0.399 -0.695 1.067 0.1057
H 0.403 0.518 0.082 0.1204
H 2.151 -1.542 1.311 0.1182
H 1.607 -0.200 2.329 0.1087
H 4.132 0.249 2.287 0.0821
H 4.758 0.520 0.607 0.0828
H 4.123 -1.067 1.120 0.0708
C 1.516 -2.889 -4.599 -0.1159
O 0.480 -2.193 -5.200 -0.1999
C 0.747 -0.834 -5.494 -0.1896
C -0.515 -0.308 -6.127 -0.1691
O -0.362 1.122 -6.224 -0.1433
C -1.499 1.707 -6.752 -0.2052
C -1.433 3.227 -6.646 -0.2268
O -0.940 3.802 -7.805 -0.1666
C -0.397 5.113 -7.572 -0.0707
H 1.115 -3.900 -4.507 0.0911
H 1.818 -2.537 -3.603 0.0832
H 2.368 -2.951 -5.300 0.0940
H 1.554 -0.722 -6.191 0.1300
H 0.991 -0.295 -4.562 0.1108
H -1.368 -0.512 -5.486 0.1016
H -0.656 -0.731 -7.117 0.1346
H -2.331 1.384 -6.121 0.1111
H -1.643 1.440 -7.822 0.1454
H -0.879 3.509 -5.732 0.1228
H -2.466 3.543 -6.505 0.1104
H 0.354 5.036 -6.797 0.0569
H -1.158 5.830 -7.268 0.0899
H 0.106 5.413 -8.484 0.0881
```

Computed properties:
DFT total energy ... -5245.51643 Ha
E_HOMO ... -0.34293 hartree
Molar mass ... 1524.010 g/mol
Relative energy (zero: lowest compared OMol25 entry of this formula, charge and spin) ... 0.0 kJ/mol
Net charge ... 0